Entry 1:
{"formula": "C4H9FN2S", "method": "the ωB97M-V functional and the def2-TZVPD basis", "e_above_lowest_kcal_mol": 84.3, "energy_ev": -20823.465, "max_force_ev_per_a": 7.007, "multiplicity": 1, "homo_energy_ev": -8.110, "homo_lumo_gap_ev": 8.85, "symbols": ["C", "C", "C", "C", "H", "H", "H", "H", "H", "H", "H", "H", "H", "N", "N", "F", "S"], "xyz": [[0.98, -0.31, 0.39], [-0.02, -1.24, -0.35], [-1.45, -0.95, 0.02], [-1.96, 0.48, -0.42], [2.52, 1.11, 1.38], [3.72, 1.07, -0.15], [0.69, 0.43, 1.40], [0.18, -2.30, 0.15], [0.23, -1.28, -1.47], [-2.13, -1.63, -0.47], [-1.84, 0.55, -1.46], [-3.05, 0.60, -0.20], [-0.18, 2.11, -0.76], [2.96, 0.60, 0.58], [2.17, -0.20, -0.26], [-1.72, -0.95, 1.32], [-1.11, 1.91, 0.29]], "lowdin_charge": [-0.232, -0.153, -0.470, -0.492, 0.069, 0.147, 0.133, 0.146, 0.144, 0.134, 0.047, 0.084, -0.072, -0.117, -0.067, 0.004, 0.695]}

---

Entry 2:
{"formula": "C4H9FN3", "method": "the ωB97M-V functional and the def2-TZVPD basis", "total_charge": 1, "e_above_lowest_kcal_mol": 86.0, "energy_ev": -11471.176, "max_force_ev_per_a": 3.295, "multiplicity": 1, "homo_energy_ev": [-12.414, -12.708], "homo_lumo_gap_ev": [7.69, 7.98], "symbols": ["C", "C", "C", "C", "N", "N", "N", "F", "H", "H", "H", "H", "H", "H", "H", "H", "H"], "xyz": [[-0.41, -0.87, 0.29], [0.88, 0.92, 0.98], [0.32, -0.86, 2.54], [-0.39, 0.91, -2.74], [0.28, -0.23, 1.20], [0.02, 0.60, -1.44], [-0.54, -0.47, -0.98], [1.93, 1.28, 1.66], [-1.01, -1.65, 0.68], [0.69, 1.58, 0.06], [-0.69, -0.67, 3.00], [0.55, -1.98, 2.44], [1.04, -0.30, 3.08], [0.39, 1.49, -3.27], [-0.60, 0.03, -3.35], [-1.41, 1.28, -2.56], [-1.06, -1.05, -1.61]], "lowdin_charge": [-0.102, -0.052, 0.048, -0.094, -0.084, -0.066, 0.049, 0.149, 0.148, 0.163, 0.139, 0.147, 0.084, 0.109, 0.079, 0.112, 0.170]}

---

Entry 3:
{"formula": "C4H9FO", "method": "the ωB97M-V functional and the def2-TZVPD basis", "e_above_lowest_kcal_mol": 7.0, "energy_ev": -9058.353, "max_force_ev_per_a": 4.312, "multiplicity": 1, "homo_energy_ev": -10.574, "homo_lumo_gap_ev": 11.48, "symbols": ["C", "C", "C", "C", "H", "H", "H", "H", "H", "H", "H", "H", "H", "O", "F"], "xyz": [[-0.73, -0.08, -1.19], [0.16, -0.02, -0.05], [0.40, -1.32, 0.69], [-0.17, 1.11, 0.82], [-0.40, -0.85, -1.95], [-1.79, -0.29, -0.93], [-0.74, 0.89, -1.78], [0.72, -2.09, -0.01], [-0.52, -1.65, 1.13], [1.16, -1.08, 1.41], [1.64, 1.07, -0.74], [0.58, 1.40, 1.59], [-0.45, 1.99, 0.19], [1.46, 0.13, -0.64], [-1.32, 0.78, 1.46]], "lowdin_charge": [-0.056, -0.680, -0.004, -0.184, 0.114, 0.106, 0.108, 0.094, 0.084, 0.088, 0.095, 0.145, 0.140, -0.032, -0.019]}

---

Entry 4:
{"formula": "C4H9FO", "method": "the ωB97M-V functional and the def2-TZVPD basis", "e_above_lowest_kcal_mol": 125.3, "energy_ev": -9053.225, "max_force_ev_per_a": 3.320, "multiplicity": 1, "homo_energy_ev": [-11.417, -9.492], "homo_lumo_gap_ev": [10.47, 8.42], "symbols": ["C", "C", "C", "C", "O", "F", "H", "H", "H", "H", "H", "H", "H", "H", "H"], "xyz": [[0.21, 0.70, 1.08], [1.92, -0.40, -0.31], [-2.22, -1.06, -0.44], [0.58, 0.24, -0.32], [-2.80, -0.27, 0.18], [-3.61, 1.10, -0.69], [-0.64, 1.37, 1.17], [1.19, 1.31, 1.31], [-0.02, -0.13, 1.84], [2.13, -0.98, -1.26], [1.84, -1.14, 0.52], [2.90, 0.20, -0.06], [-0.04, -0.69, -0.52], [-1.94, -1.30, -1.48], [0.51, 1.04, -1.01]], "lowdin_charge": [-0.137, -0.169, 0.088, -0.372, 0.074, -0.315, 0.055, 0.109, 0.103, 0.085, 0.074, 0.111, 0.070, 0.126, 0.098]}

---

Entry 5:
{"formula": "C4H9FOS", "method": "the ωB97M-V functional and the def2-TZVPD basis", "e_above_lowest_kcal_mol": 88.6, "energy_ev": -19889.452, "max_force_ev_per_a": 4.958, "multiplicity": 1, "homo_energy_ev": -8.029, "homo_lumo_gap_ev": 8.61, "symbols": ["C", "C", "C", "C", "O", "F", "S", "H", "H", "H", "H", "H", "H", "H", "H", "H"], "xyz": [[2.36, -0.96, -1.05], [-0.80, 1.37, 0.94], [-1.66, -0.72, -0.14], [-0.63, 0.30, -0.03], [2.00, 0.80, 0.59], [-0.54, 0.87, -1.24], [1.31, -0.29, 0.04], [2.18, -1.90, -1.49], [2.97, -0.22, -1.58], [-0.80, 1.05, 1.91], [-1.69, 1.95, 0.84], [-0.05, 2.05, 0.85], [-1.19, -1.71, -0.26], [-2.42, -0.73, 0.72], [-2.24, -0.62, -1.04], [1.21, -1.26, 0.97]], "lowdin_charge": [-0.248, -0.044, -0.035, -0.630, -0.401, -0.007, 0.787, -0.022, 0.026, 0.071, 0.103, 0.053, 0.085, 0.123, 0.085, 0.054]}

---

Entry 6:
{"formula": "C4H9FS", "method": "the ωB97M-V functional and the def2-TZVPD basis", "e_above_lowest_kcal_mol": 31.0, "energy_ev": -17845.616, "max_force_ev_per_a": 4.550, "multiplicity": 1, "homo_energy_ev": -9.023, "homo_lumo_gap_ev": 10.00, "symbols": ["C", "C", "C", "C", "H", "H", "H", "H", "H", "H", "H", "H", "H", "F", "S"], "xyz": [[-1.03, 0.63, -1.39], [-0.99, 0.17, 0.06], [0.42, 0.33, 0.55], [1.41, -0.78, -0.02], [-0.63, 1.65, -1.42], [-2.06, 0.42, -1.70], [-0.50, -0.04, -1.97], [-1.39, -0.85, 0.23], [-1.58, 0.91, 0.61], [0.89, 1.22, 0.21], [0.24, -1.08, 2.55], [0.90, -1.72, 0.41], [1.39, -0.73, -1.11], [2.58, -0.39, 0.53], [0.35, 0.27, 2.45]], "lowdin_charge": [-0.102, -0.333, -0.609, -0.234, 0.094, 0.084, 0.033, 0.122, 0.091, 0.090, -0.143, 0.132, 0.108, -0.049, 0.714]}

---

Entry 7:
{"formula": "C4H9IN", "method": "the ωB97M-V functional and the def2-TZVPD basis", "total_charge": 1, "e_above_lowest_kcal_mol": 48.9, "energy_ev": -13875.781, "max_force_ev_per_a": 5.226, "multiplicity": 1, "homo_energy_ev": -12.986, "homo_lumo_gap_ev": 9.01, "symbols": ["C", "C", "C", "C", "N", "I", "H", "H", "H", "H", "H", "H", "H", "H", "H"], "xyz": [[-0.64, -0.74, -0.49], [-0.81, 0.75, -0.47], [-1.67, 0.06, 0.51], [0.55, -1.52, 0.10], [0.36, 1.57, 0.10], [-3.85, -0.14, -0.01], [-1.21, -1.39, -1.17], [-1.35, 1.19, -1.20], [-1.36, 0.09, 1.55], [0.17, -2.02, 1.03], [1.42, -0.94, 0.40], [0.78, -2.28, -0.66], [0.20, 2.60, 0.02], [1.10, 1.45, -0.51], [0.42, 1.36, 1.04]], "lowdin_charge": [-0.237, -0.304, -0.550, -0.048, 0.286, 0.809, 0.129, 0.096, 0.082, 0.105, 0.062, 0.091, 0.209, 0.140, 0.131]}

---

Entry 8:
{"formula": "C4H9IN3", "method": "the ωB97M-V functional and the def2-TZVPD basis", "total_charge": 1, "e_above_lowest_kcal_mol": 38.5, "energy_ev": -16857.307, "max_force_ev_per_a": 4.105, "multiplicity": 1, "homo_energy_ev": -13.285, "homo_lumo_gap_ev": 9.08, "symbols": ["C", "C", "C", "C", "N", "N", "N", "I", "H", "H", "H", "H", "H", "H", "H", "H", "H"], "xyz": [[-1.51, 0.77, -0.38], [0.46, -0.85, -0.05], [0.56, 1.32, 1.14], [-0.19, 0.08, 0.84], [-1.06, 1.23, -1.43], [-0.12, -2.05, -0.31], [1.69, -0.71, -0.56], [-3.47, 0.30, 0.31], [0.77, 1.94, 0.28], [-0.08, 1.75, 1.87], [1.58, 1.02, 1.45], [-0.64, -0.39, 1.70], [-1.62, 1.69, -2.15], [-1.06, -2.18, -0.08], [0.36, -2.78, -0.85], [2.22, 0.13, -0.39], [2.10, -1.29, -1.39]], "lowdin_charge": [-0.751, -0.362, -0.083, -0.235, 0.098, 0.213, 0.211, 0.854, 0.086, 0.090, 0.099, 0.127, 0.098, 0.085, 0.150, 0.119, 0.201]}

---

Entry 9:
{"formula": "C4H9ISi", "method": "the ωB97M-V functional and the def2-TZVPD basis", "e_above_lowest_kcal_mol": 91.4, "energy_ev": -20268.418, "max_force_ev_per_a": 3.963, "multiplicity": 1, "homo_energy_ev": [-9.124, -7.844], "homo_lumo_gap_ev": [8.08, 7.55], "symbols": ["C", "C", "C", "C", "Si", "I", "H", "H", "H", "H", "H", "H", "H", "H", "H"], "xyz": [[-0.46, -3.28, -0.11], [-1.27, -2.31, 0.10], [-0.33, 1.21, 1.48], [0.47, 2.18, -1.53], [0.25, 0.72, -0.32], [2.73, 0.04, -0.09], [-0.67, -4.27, 0.19], [0.45, -3.15, -0.71], [-2.16, -2.27, 0.76], [-1.07, 0.62, 2.10], [0.64, 0.89, 2.03], [-0.34, 2.23, 1.68], [1.28, 2.88, -1.20], [0.86, 1.89, -2.46], [-0.39, 2.64, -1.92]], "lowdin_charge": [-0.137, -0.021, -0.301, -0.336, 0.364, 0.272, 0.037, 0.048, 0.035, 0.033, 0.007, -0.025, 0.042, -0.013, -0.006]}

---

Entry 10:
{"formula": "C4H9N", "method": "the ωB97M-V functional and the def2-TZVPD basis", "e_above_lowest_kcal_mol": 75.9, "energy_ev": -5780.523, "max_force_ev_per_a": 0.562, "multiplicity": 1, "homo_energy_ev": -7.261, "homo_lumo_gap_ev": 8.22, "symbols": ["C", "C", "N", "C", "C", "H", "H", "H", "H", "H", "H", "H", "H", "H"], "xyz": [[1.81, 0.34, 0.20], [0.63, -0.40, -0.40], [-0.59, 0.40, -0.24], [-1.91, -0.25, -0.23], [-1.49, 0.41, 1.04], [2.01, 1.26, -0.36], [1.58, 0.61, 1.23], [2.71, -0.27, 0.17], [0.44, -1.34, 0.14], [0.81, -0.67, -1.45], [-1.80, -1.32, -0.39], [-2.66, 0.20, -0.88], [-0.52, 1.37, -0.51], [-1.01, -0.35, 1.68]], "lowdin_charge": [-0.084, -0.231, -0.181, -0.218, -0.106, 0.077, 0.081, 0.076, 0.119, 0.121, 0.100, 0.091, 0.143, 0.014]}